{"formula": "C4H7N3", "method": "ωB97M-V with the def2-TZVPD basis set", "e_above_lowest_kj_mol": 641.9, "max_force_ev_per_a": 10.03, "orbital_gap_ev": 8.281, "e_tot_ha": -320.638799, "elements": ["N", "N", "N", "C", "C", "C", "C", "H", "H", "H", "H", "H", "H", "H"], "positions_angstrom": [[-0.019, -0.693, 0.197], [-1.339, 1.108, 0.150], [-2.304, 0.225, 1.029], [1.071, 0.881, -0.770], [-0.232, 0.557, -0.150], [1.188, -1.203, 0.093], [2.059, -0.343, -0.578], [-2.976, -0.493, 0.520], [-1.097, -1.369, 0.467], [3.041, -0.318, -1.009], [-2.907, 1.057, 1.735], [0.738, 1.395, -1.688], [1.377, 1.641, 0.143], [1.401, -2.446, -0.137]]}